The following is a quantum chemistry calculation of 2 unconnected molecules or ions with the total composition CH4S3 at a distorted geometry, from the OMol25 dataset.

```
! wB97M-V def2-TZVPD RIJCOSX def2/J DEFGRID3
* xyz 0 1
C -0.904 -0.340 0.785
S -1.284 0.868 -0.488
S -1.532 -1.802 0.825
S 2.068 0.054 -0.083
H -0.267 0.371 1.451
H -2.161 0.136 -1.016
H 2.650 -0.315 -0.965
H 1.428 1.028 -0.511
*
```

The value obtained for the maximum force is 0.21660 Eh/bohr. The value obtained for the orbital gap is 8.619 eV. For the LUMO energy, the calculation gives -0.37 eV. As for the structure (SMILES): S=CS.S. The value obtained for the total energy is -1234.957800 hartree.